[1]
91
Properties=species:S:1:pos:R:3:forces:R:3:mulliken_spin:R:1 method="wB97M-V/def2-TZVPD" homo_lumo_gap_ev="4.429 / 4.019" e_lumo_ev="3.8 / 3.4" e_above_lowest_ev=1.367 total_charge=-2 multiplicity=6
Fe 0.39961 -0.63012 0.23120 -0.5 0.8 0.3 3.8479
N -1.40452 -3.55888 5.20980 0.3 0.0 -0.2 0.0010
C -0.74881 -3.25426 4.05045 0.6 -0.1 0.3 0.0026
N 0.55075 -2.89316 4.12201 -0.3 0.0 0.0 0.0012
N -1.40855 -3.38669 2.93507 -1.0 -0.4 0.7 -0.0005
C -0.94836 -2.97866 1.79803 0.3 0.2 -0.9 0.0196
N -0.64355 -2.63549 0.73045 0.2 0.1 0.3 0.0010
H -0.86203 -3.74482 6.03629 -0.1 0.0 -0.1 0.0001
H -2.29517 -4.01640 5.11187 0.1 0.1 0.0 0.0000
H 0.89269 -2.55789 5.01003 -0.1 0.0 0.0 -0.0001
H 0.88884 -2.32084 3.32428 0.1 0.0 0.1 0.0005
S 3.02513 0.67546 -0.29185 -0.5 0.1 0.5 0.0304
C 3.71575 0.28699 -1.76357 0.2 -0.2 0.3 -0.0037
N 4.80893 0.99308 -2.17762 -0.1 0.1 -0.2 0.0050
C 5.23578 0.93025 -3.55918 0.2 -0.1 -0.3 -0.0034
C 5.25694 -0.54041 -3.96004 -0.2 0.1 0.0 0.0001
C 3.84619 -1.09579 -3.79505 0.1 -0.1 -0.2 -0.0013
N 3.31718 -0.76164 -2.48776 -0.4 0.2 0.1 -0.0078
H 4.94424 1.85892 -1.68038 -0.1 -0.1 0.1 0.0008
H 6.23381 1.37524 -3.63628 -0.1 0.0 0.0 0.0002
H 4.55213 1.48162 -4.22253 0.2 -0.1 0.1 0.0018
H 5.94779 -1.07952 -3.30936 0.1 0.0 0.0 -0.0001
H 5.58602 -0.64897 -4.99356 0.0 0.0 0.0 0.0006
H 3.85001 -2.18810 -3.88054 0.0 0.1 -0.1 -0.0004
H 3.20232 -0.69216 -4.58593 0.1 -0.1 0.1 0.0028
H 2.35157 -1.08216 -2.25580 0.7 0.1 -0.2 -0.0117
Se -1.20381 2.61577 -1.85581 0.1 0.1 -0.1 0.0097
C -1.77269 3.56566 -3.38958 0.3 -0.4 0.7 -0.0005
C -1.30926 4.85241 -3.67470 0.0 0.1 -0.2 -0.0002
C -1.80967 5.56402 -4.74731 0.0 0.2 -0.1 -0.0002
C -2.77981 5.00877 -5.57018 -0.1 0.2 -0.3 0.0007
C -3.22126 3.71733 -5.31552 -0.1 0.0 -0.2 -0.0005
C -2.72360 3.00500 -4.24470 -0.1 0.0 -0.2 0.0008
H -0.55692 5.29112 -3.03284 0.0 0.0 0.1 -0.0001
H -1.44074 6.56581 -4.94588 0.0 0.0 0.0 0.0000
H -3.18192 5.57748 -6.40179 0.0 0.0 0.0 0.0001
H -3.96400 3.26311 -5.96131 -0.1 0.0 -0.1 0.0000
H -3.06761 1.99915 -4.04712 0.0 -0.1 0.1 0.0002
Cl -3.61837 1.65994 6.37008 -0.2 0.1 0.2 0.0000
C -2.20178 1.20484 5.47028 0.2 -0.2 -0.1 0.0000
C -2.34524 0.38783 4.36567 0.0 0.1 0.1 -0.0010
C -1.21473 0.00149 3.66644 0.2 0.0 0.1 -0.0006
C 0.04771 0.42116 4.06892 0.1 0.0 -0.1 -0.0002
C 0.15737 1.26116 5.17284 0.1 0.0 -0.1 -0.0006
C -0.95957 1.65756 5.88387 -0.1 0.0 0.0 -0.0003
C 1.32400 -0.06152 3.37249 0.0 0.3 0.5 0.0025
O 2.40322 0.24876 3.86887 -0.1 0.0 0.0 0.0037
O 1.15945 -0.86407 2.39012 -0.4 -0.2 -1.1 0.0273
H -3.33028 0.08666 4.04337 -0.1 0.0 -0.1 0.0001
H -1.31345 -0.61855 2.78802 0.0 0.0 0.0 0.0142
H 1.14387 1.59991 5.45341 0.1 0.0 0.0 0.0000
H -0.87375 2.31367 6.73828 0.0 0.0 0.0 0.0000
C 0.49733 -1.19475 -1.80826 -0.5 0.3 -0.1 0.4669
C 0.25155 -1.03956 -3.00863 0.1 -0.3 0.5 -0.1817
C 0.07795 -0.82354 -4.37759 0.1 0.0 0.6 0.0904
C 0.86263 0.22435 -4.98736 0.6 0.6 -0.5 0.1256
C 1.37812 0.09827 -6.29263 -0.2 -0.2 0.2 0.1070
C 2.22227 1.05496 -6.81801 0.2 0.1 -0.2 -0.0488
C 2.55256 2.18638 -6.08270 0.0 0.0 0.1 0.0931
C 2.04799 2.32755 -4.79272 0.2 0.2 -0.3 -0.0493
C 1.24129 1.35579 -4.24382 -0.2 -0.4 0.1 0.0542
C -0.82485 -1.64008 -5.12600 -0.6 -0.4 -0.4 0.0724
C -1.37359 -1.20461 -6.34745 0.2 0.1 0.2 0.1058
C -2.26150 -1.98910 -7.04692 -0.2 -0.2 -0.2 -0.0718
C -2.64068 -3.23538 -6.56333 0.0 0.0 0.0 0.1353
C -2.13451 -3.66874 -5.34302 -0.2 -0.2 -0.1 -0.0770
C -1.25158 -2.88870 -4.63091 0.2 0.2 0.0 0.1256
H 1.15251 -0.78897 -6.87303 0.0 0.0 0.0 -0.0027
H 2.64264 0.91336 -7.80996 -0.1 0.0 0.0 -0.0020
H 3.19216 2.94876 -6.51432 0.0 0.0 0.0 0.0072
H 2.28922 3.20817 -4.21129 0.0 0.0 0.1 -0.0008
H 0.86344 1.46122 -3.23721 -0.1 0.1 0.2 0.0148
H -1.12444 -0.21882 -6.71376 0.0 0.0 0.0 0.0125
H -2.67947 -1.61955 -7.97591 0.0 0.0 0.0 -0.0031
H -3.33197 -3.85251 -7.12442 0.0 0.0 0.0 0.0133
H -2.44051 -4.63062 -4.94867 0.0 0.0 0.0 -0.0035
H -0.86407 -3.22213 -3.67798 0.0 0.0 0.1 0.0195
Cl -7.03170 -1.87037 -0.72378 -0.3 -0.2 -0.1 0.0000
C -5.61102 -0.99606 -0.22235 0.2 0.1 0.1 0.0003
C -4.37284 -1.38237 -0.70467 -0.1 0.0 0.0 0.0006
C -3.24975 -0.68005 -0.30077 0.2 0.1 0.1 -0.0111
C -3.36990 0.39591 0.57122 0.2 0.2 0.0 0.0042
C -4.62498 0.75339 1.05083 0.1 0.0 0.0 -0.0004
C -5.75600 0.06326 0.65770 -0.1 -0.1 0.0 -0.0001
C -2.15754 1.22640 1.01232 -0.8 0.0 0.2 0.0016
O -2.36618 2.17252 1.76258 0.1 -0.1 0.0 0.0117
O -1.03665 0.83257 0.57141 1.7 -1.2 0.0 0.0327
H -4.29064 -2.21800 -1.38448 0.0 0.0 -0.1 0.0000
H -2.26848 -0.96536 -0.66358 -0.1 0.1 -0.1 0.0160
H -4.69972 1.58962 1.73335 0.1 0.0 0.0 0.0001
H -6.73672 0.33489 1.02607 0.0 0.0 0.0 0.0000

***

[2]
85
Properties=species:S:1:pos:R:3:forces:R:3:mulliken_charge:R:1 method="wB97M-V/def2-TZVPD" homo_lumo_gap_ev="6.948 / 4.720" e_lumo_ev="-3.2 / -3.3" total_charge=+1 multiplicity=1
La 0.45447 -0.15722 0.29325 -0.7 -1.3 -0.2 0.8639
O 0.42265 -8.13147 -0.34881 0.1 0.0 0.2 -0.5867
N 0.70155 -7.12574 -0.96428 -0.4 0.0 -0.2 0.9865
O 1.19889 -7.11083 -2.07072 0.2 0.0 0.0 -0.5934
C 0.37622 -5.82840 -0.33933 0.1 0.0 0.0 -0.0834
C 0.26974 -5.83706 1.00059 0.1 0.0 -0.1 -0.7514
C -0.00112 -4.63118 1.70497 -0.2 0.2 0.2 0.9248
C -0.22118 -4.60694 3.07066 0.1 -0.2 0.0 -0.2945
C -0.52550 -3.41113 3.71347 0.0 0.2 0.0 -1.2178
C -0.52753 -2.25304 2.95650 0.0 -0.2 0.2 -0.1381
N -0.30583 -2.21497 1.64454 0.5 0.2 -0.4 0.3431
C -0.09901 -3.41447 0.97123 -0.1 0.1 0.2 -0.6806
C -0.02576 -3.41390 -0.42561 0.0 0.2 -0.2 0.0705
N -0.18277 -2.20409 -1.09751 0.2 0.4 0.1 0.2992
C -0.28419 -2.23702 -2.45864 0.1 0.0 0.6 -0.5271
C -0.17742 -3.37864 -3.18228 0.0 -0.4 -0.1 -1.1028
C 0.09576 -4.60157 -2.52290 0.0 0.1 -0.2 -0.5896
C 0.17564 -4.63618 -1.14604 0.0 0.0 -0.1 0.5456
H 0.38748 -6.76756 1.53802 0.0 0.0 0.0 0.5557
H -0.16368 -5.53444 3.62769 0.0 0.0 0.0 0.4563
H -0.72460 -3.36521 4.77356 0.0 0.0 0.0 0.4694
H -0.71312 -1.29738 3.44302 0.0 0.0 0.0 0.3350
H -0.45202 -1.28502 -2.95130 0.0 0.1 0.0 0.4989
H -0.27728 -3.34543 -4.25750 0.0 0.0 0.0 0.4402
H 0.24165 -5.50160 -3.09612 0.0 0.1 0.0 0.5668
O -3.41318 -2.32995 0.22970 0.0 0.2 0.0 -0.5263
N -3.42579 -1.01886 0.68543 -0.1 -0.4 0.4 0.1825
C -3.86322 -0.95258 1.88112 0.1 0.1 -0.2 -0.8597
C -3.94791 0.34770 2.56825 -0.1 -0.6 -0.1 0.4971
C -4.78472 0.44039 3.67344 -0.2 0.1 0.2 -0.8400
C -4.96673 1.64702 4.33577 0.0 -0.1 -0.1 -0.6805
C -4.30320 2.77917 3.88818 0.1 -0.1 -0.1 -0.7472
C -3.44585 2.68757 2.79898 0.0 0.1 0.1 -0.4333
C -3.24939 1.47676 2.13987 0.2 0.2 -0.2 0.1778
P -2.05278 1.34785 0.77793 -0.4 0.7 0.1 1.3676
C -0.96708 2.81435 0.98104 0.0 -0.1 0.0 0.1995
C -0.85984 3.87484 0.08677 0.0 0.1 0.0 -0.5736
C 0.12172 4.84334 0.26698 0.0 0.0 0.0 -0.6862
C 1.00606 4.76233 1.33198 0.0 0.0 0.0 -0.5878
C 0.91042 3.71015 2.23487 0.0 0.0 0.0 -0.7570
C -0.06311 2.74029 2.05216 0.0 0.0 -0.1 -0.2054
C -2.92383 1.63204 -0.78146 0.0 0.0 -0.1 0.4074
C -4.29990 1.80575 -0.84829 0.0 0.0 0.0 -0.4776
C -4.91852 1.97134 -2.08011 0.0 0.0 0.0 -0.6894
C -4.16927 1.95879 -3.24704 0.0 0.0 0.0 -0.6362
C -2.79234 1.77745 -3.19094 -0.1 0.0 0.0 -0.8934
C -2.17787 1.61024 -1.96128 0.0 0.0 0.0 0.1122
H -3.12074 -2.26430 -0.68948 0.0 0.0 0.1 0.3439
H -4.20798 -1.85035 2.39179 0.0 0.0 0.0 0.3834
H -5.31623 -0.44402 4.00395 0.0 0.0 0.0 0.4602
H -5.62693 1.70178 5.19099 0.0 0.0 0.0 0.4198
H -4.44318 3.73000 4.38463 0.0 0.0 0.0 0.4507
H -2.91797 3.57396 2.47020 0.0 0.0 0.0 0.4792
H -1.54591 3.95606 -0.74692 0.0 0.0 0.0 0.5066
H 0.19386 5.66578 -0.43237 0.0 0.0 0.0 0.4588
H 1.77170 5.51588 1.45946 0.0 0.0 0.0 0.4325
H 1.58925 3.64901 3.07501 0.0 0.0 0.0 0.4614
H -0.15711 1.93556 2.78165 0.0 0.0 0.0 0.5987
H -4.88955 1.80676 0.06000 0.0 0.0 0.0 0.4404
H -5.99033 2.11000 -2.12777 0.0 0.0 0.0 0.4451
H -4.65638 2.09014 -4.20388 0.0 0.0 0.0 0.4089
H -2.20424 1.77014 -4.09891 0.0 0.0 0.0 0.4848
H -1.09286 1.50085 -1.93314 0.0 0.0 0.0 0.0058
C 2.61297 2.26621 -1.96393 0.0 0.0 0.0 -0.9406
C 3.31186 0.98401 -1.45989 0.0 0.0 0.1 2.9456
C 2.97402 -0.13163 -2.46237 0.0 0.0 0.0 -2.2009
C 2.70947 0.60405 -0.10984 0.6 0.1 -0.1 -1.2232
C 4.81490 1.24080 -1.37180 0.0 0.0 0.0 -0.5506
C 5.75114 0.51471 -2.09786 0.1 0.0 0.0 -0.2945
C 7.11273 0.78057 -1.97889 0.0 0.0 0.0 -0.8187
C 7.56012 1.77992 -1.13348 0.0 0.0 0.0 -0.4245
C 6.63497 2.51178 -0.39760 0.0 0.0 0.0 -0.8504
C 5.28304 2.24114 -0.51698 0.0 0.0 0.0 -0.1589
H 1.52361 2.12432 -1.99686 0.0 0.0 0.0 -0.0700
H 2.94855 2.51513 -2.97325 0.0 0.0 0.0 0.4542
H 2.81519 3.11869 -1.31621 0.0 0.0 0.0 0.3004
H 1.88534 -0.25186 -2.53811 0.0 0.0 0.0 0.3255
H 3.39167 -1.09311 -2.16221 0.0 0.0 0.0 0.4629
H 3.33441 0.10589 -3.46562 0.0 0.0 0.0 0.5314
H 3.47070 0.58607 0.68037 0.0 0.1 0.0 0.6773
H 5.43723 -0.27328 -2.76849 0.0 0.0 0.0 0.3768
H 7.82181 0.19733 -2.55208 0.0 0.0 0.0 0.3868
H 8.61780 1.99031 -1.04683 0.0 0.0 0.0 0.3933
H 6.97052 3.29356 0.27179 0.0 0.0 0.0 0.3821
H 4.57583 2.81262 0.07508 0.0 0.0 0.0 0.3746

***

E readings, ordered: -7196.704148 -2400.663035 hartree